# 1
C10H10N2 in the gas phase at a distorted geometry. Source: OMol25; level of theory: the ωB97M-V functional and the def2-TZVPD basis.

Cartesian coordinates (Å):
C 3.1892 0.8824 0.8607
C 1.9998 0.4082 0.0850
C 1.1251 1.4324 -0.2945
N 0.3680 2.2754 -0.4715
C 1.5966 -0.8949 -0.0668
C 0.3322 -1.4452 -0.6903
C -0.8960 -0.6860 -0.3351
C -1.6619 -0.0182 -1.2981
C -2.8432 0.6151 -0.8629
C -3.2737 0.3105 0.4338
N -2.4926 -0.2496 1.3579
C -1.3753 -0.7102 1.0120
H 3.1074 1.8963 1.2724
H 4.2553 1.0155 0.4078
H 3.5081 0.3584 1.7833
H 2.2697 -1.7152 0.4041
H 0.3343 -2.5883 -0.4500
H 0.3905 -1.3896 -1.7579
H -1.2777 0.1635 -2.3555
H -3.4159 1.0800 -1.6189
H -4.3095 0.6389 0.7681
H -0.9302 -1.3795 1.8163

Summary:
2S+1 ... 1
Electronic energy ... -496.48716 Ha
F_max ... 4.35 eV Å⁻¹
Orbital gap ... 9.51 eV
Energy above the lowest of the compared OMol25 structures with the same formula, charge and spin ... 69.0 kcal/mol
SMILES ... C/C(C#N)=C/Cc1cccnc1

So, what does the natural (NBO) scheme give us? The charges, in e, come out as: C -0.652; C -0.181; C 0.264; N -0.307; C -0.053; C -0.479; C -0.077; C -0.159; C -0.243; C 0.033; N -0.423; C 0.061; H 0.239; H 0.235; H 0.235; H 0.212; H 0.232; H 0.238; H 0.223; H 0.220; H 0.195; H 0.188

***

# 2
A molecular structure, C16H32Cl16 at a distorted geometry. Source: OMol25; level of theory: the ωB97M-V functional and the def2-TZVPD basis.

Cartesian coordinates (Å):
Cl -0.2991 -4.4632 -3.8287
C 0.1134 -2.9470 -2.9142
C -1.1044 -2.0259 -2.8546
Cl -0.6602 -0.5388 -1.8428
H 0.9464 -2.5272 -3.4782
H 0.4171 -3.2788 -1.9214
H -1.9821 -2.4718 -2.3867
H -1.4065 -1.7094 -3.8530
Cl -2.9157 4.4074 -0.0308
C -3.2859 2.7830 -0.6380
C -2.5466 1.7184 0.1093
Cl -2.7981 1.8413 1.8586
H -3.0202 2.9342 -1.6843
H -4.3713 2.7840 -0.5382
H -1.4821 1.6979 -0.1239
H -2.9292 0.7144 -0.0743
Cl -0.7715 -0.6363 2.6224
C -0.9931 -2.0701 3.6614
C -0.4779 -1.8600 5.1110
Cl 1.2923 -1.9121 5.1976
H -0.4641 -2.9357 3.2625
H -2.0428 -2.3634 3.6668
H -0.6842 -2.7357 5.7263
H -0.8956 -0.9335 5.5051
Cl -0.6127 2.1117 -1.5656
C -1.0011 2.9858 -3.0483
C -1.2395 4.4462 -2.7937
Cl 0.1804 5.1727 -2.0407
H -1.8135 2.4839 -3.5738
H -0.0959 2.9160 -3.6516
H -2.1442 4.6752 -2.2304
H -1.3724 4.9522 -3.7499
Cl 3.1943 0.3553 -2.1088
C 1.5282 0.1011 -2.6836
C 1.2715 1.0156 -3.9207
Cl 1.6237 2.7465 -3.5567
H 0.8992 0.3686 -1.8346
H 1.4455 -0.9854 -2.7098
H 0.2217 0.9106 -4.1946
H 1.8450 0.6914 -4.7891
Cl 1.7048 -1.1705 1.9661
C 0.6698 -2.6864 1.7286
C 1.1031 -3.4376 0.4792
Cl 1.3206 -2.3619 -0.9053
H -0.3456 -2.3358 1.5437
H 0.7402 -3.3335 2.6029
H 0.3992 -4.2038 0.1542
H 2.0160 -3.9995 0.6766
Cl 3.2149 2.4755 3.2772
C 3.0639 0.7648 2.9352
C 2.3438 -0.1286 4.0466
Cl 3.2861 -0.2200 5.5087
H 4.1016 0.4496 2.8266
H 2.5158 0.7087 1.9947
H 2.2932 -1.1767 3.7519
H 1.4058 0.3758 4.2789
Cl -2.2322 -0.5785 -0.2271
C -0.5345 -0.4067 0.2860
C 0.1776 0.9774 -0.0441
Cl 1.8190 0.8216 0.6437
H 0.0220 -1.1758 -0.2497
H -0.5834 -0.7258 1.3271
H -0.3905 1.7903 0.4083
H 0.3200 1.1582 -1.1096

Summary:
2S+1 ... 1
Electronic energy ... -7990.72068 Ha
F_max ... 13.45 eV Å⁻¹
Orbital gap ... 8.21 eV
Energy above the lowest of the compared OMol25 structures with the same formula, charge and spin ... 777.1 kcal/mol

So, what does the natural (NBO) scheme give us? The charges, in e, come out as: Cl -0.099; C -0.389; C -0.361; Cl -0.037; H 0.212; H 0.214; H 0.226; H 0.222; Cl -0.083; C -0.395; C -0.435; Cl -0.085; H 0.219; H 0.231; H 0.176; H 0.210; Cl 0.128; C -0.420; C -0.399; Cl -0.015; H 0.211; H 0.235; H 0.230; H 0.228; Cl 0.082; C -0.497; C -0.405; Cl -0.044; H 0.215; H 0.231; H 0.232; H 0.218; Cl -0.089; C -0.389; C -0.401; Cl 0.018; H 0.193; H 0.218; H 0.218; H 0.235; Cl -0.019; C -0.381; C -0.398; Cl 0.048; H 0.203; H 0.225; H 0.225; H 0.234; Cl -0.049; C -0.404; C -0.468; Cl -0.056; H 0.215; H 0.150; H 0.257; H 0.213; Cl -0.007; C -0.525; C -0.481; Cl 0.084; H 0.282; H 0.134; H 0.244; H 0.216

***

# 3
22 unconnected molecules or ions with the total composition C29H14Cl84IO5S at a distorted geometry. Source: OMol25; level of theory: the ωB97M-V functional and the def2-TZVPD basis.

Cartesian coordinates (Å):
O 1.6518 1.5899 1.8178
C 2.3798 2.2420 1.1168
O 2.0539 2.5366 -0.1436
C 2.7652 3.6324 -0.7545
C 1.8440 4.8012 -1.0871
C 1.1234 5.5463 0.0403
I 2.4553 5.7052 1.8327
C -0.0739 4.7106 0.5444
C -1.3994 5.0385 -0.1966
C -1.9855 3.9517 -1.1140
C -2.0925 2.5982 -0.4016
S -1.5909 1.2320 -1.4439
O -0.2510 0.8181 -1.1557
O -1.9403 1.4566 -2.8198
O -2.5777 0.0328 -0.9872
H 3.3581 2.5902 1.4734
H 3.6369 3.9321 -0.1700
H 3.1730 3.2329 -1.6921
H 2.4647 5.5022 -1.6555
H 1.0806 4.4510 -1.7852
H 0.1283 3.6327 0.5858
H -0.2259 5.0267 1.5746
H -2.1378 5.3177 0.5619
H -1.2184 5.9246 -0.8098
H -2.9920 4.2608 -1.4045
H -1.4185 3.8810 -2.0408
H -1.5386 2.5758 0.5359
H -3.1347 2.3743 -0.1644
H -2.3230 -0.1748 -0.0735
C -2.5403 4.8239 3.9582
Cl -1.3288 3.5915 3.6211
Cl -2.8511 4.8666 5.7011
Cl -1.9696 6.3965 3.4087
Cl -4.0441 4.4132 3.1090
C -0.0771 4.2274 -5.9805
Cl -0.4823 2.9762 -4.7999
Cl 0.1499 5.7711 -5.1665
Cl 1.4077 3.7381 -6.8251
Cl -1.3872 4.3939 -7.1604
C -4.8474 0.8178 6.4847
Cl -4.7472 1.1987 8.2078
Cl -3.5686 1.6553 5.6122
Cl -4.6923 -0.9315 6.2594
Cl -6.4104 1.3504 5.8562
C 4.0493 0.4399 -4.7626
Cl 5.2583 1.3739 -5.6621
Cl 4.6852 0.0529 -3.1597
Cl 2.5771 1.3833 -4.5942
Cl 3.6852 -1.0534 -5.6451
C -10.2372 0.0030 6.8354
Cl -10.1512 1.6298 6.1441
Cl -8.6866 -0.8033 6.6143
Cl -10.6072 0.1167 8.5599
Cl -11.5098 -0.9140 6.0199
C -1.3287 -3.8532 -2.3200
Cl -0.3765 -4.8556 -1.2117
Cl -1.1805 -4.4873 -3.9682
Cl -3.0289 -3.9117 -1.8280
Cl -0.7414 -2.2033 -2.2597
C 1.1065 -9.2015 -1.8945
Cl 2.1826 -8.0126 -2.6250
Cl -0.4721 -9.1502 -2.6774
Cl 1.7916 -10.8213 -2.0946
Cl 0.9282 -8.8257 -0.1708
C -7.8689 5.5831 3.0899
Cl -7.3938 5.3186 1.4105
Cl -7.5189 4.1338 4.0363
Cl -6.9303 6.9361 3.7496
Cl -9.5993 5.9227 3.1657
C 4.3162 4.6814 6.0924
Cl 4.3867 5.1733 4.4024
Cl 4.4039 6.1078 7.1421
Cl 2.7991 3.8272 6.3915
Cl 5.6778 3.6052 6.4509
C -0.3467 4.9659 -11.5301
Cl 0.7397 6.0312 -12.4333
Cl 0.3625 4.5752 -9.9679
Cl -1.8962 5.7831 -11.2851
Cl -0.6092 3.4799 -12.4537
C 2.4352 -6.8933 3.8352
Cl 2.1297 -5.1683 4.0153
Cl 4.1758 -7.1850 3.9713
Cl 1.5883 -7.7847 5.1047
Cl 1.8619 -7.4506 2.2538
C -6.7326 -5.2189 0.3083
Cl -5.6794 -3.9491 -0.3200
Cl -6.0540 -5.7981 1.8316
Cl -8.3549 -4.5737 0.5769
Cl -6.8097 -6.5546 -0.8453
C 7.4739 -2.9768 -3.7517
Cl 7.8777 -4.3328 -4.8099
Cl 8.8556 -2.6025 -2.7122
Cl 7.0813 -1.5713 -4.7401
Cl 6.0846 -3.4027 -2.7463
C -10.1241 10.5828 3.5713
Cl -9.8114 11.1794 1.9383
Cl -9.9509 11.9110 4.7260
Cl -11.7720 9.9430 3.6567
Cl -8.9778 9.3002 3.9587
C 8.9433 1.7645 4.8346
Cl 10.3969 2.6964 4.4510
Cl 7.5653 2.4364 3.9709
Cl 9.1840 0.0798 4.3518
Cl 8.6532 1.8319 6.5791
C 4.3913 -7.4723 -5.9219
Cl 4.4130 -8.9258 -4.9179
Cl 4.1716 -6.0533 -4.8920
Cl 5.9174 -7.3303 -6.7975
Cl 3.0594 -7.5706 -7.0786
C -2.0607 -4.5604 4.2949
Cl -1.0000 -5.5706 3.3116
Cl -1.7876 -4.9194 6.0047
Cl -1.7126 -2.8583 3.9860
Cl -3.7456 -4.8988 3.8765
C 5.3881 -11.2503 0.9309
Cl 5.3790 -12.6558 2.0061
Cl 5.2069 -9.7790 1.8851
Cl 6.9156 -11.2005 0.0417
Cl 4.0426 -11.3626 -0.2088
C 7.1523 -4.6815 -8.9568
Cl 8.5792 -5.4608 -8.2529
Cl 6.2335 -3.8795 -7.6876
Cl 7.6724 -3.4801 -10.1459
Cl 6.1644 -5.9068 -9.7639
C -5.1536 -9.5369 3.6104
Cl -5.1099 -10.0456 1.9190
Cl -4.4003 -10.7768 4.6206
Cl -4.2779 -8.0148 3.7866
Cl -6.8330 -9.3075 4.1116
C 5.8016 8.0932 -0.7608
Cl 6.9682 7.2389 -1.7910
Cl 4.3397 7.1409 -0.5870
Cl 6.5279 8.3605 0.8321
Cl 5.4244 9.6624 -1.4960

Summary:
2S+1 ... 1
Electronic energy ... -40841.35557 Ha
F_max ... 1.29 eV Å⁻¹
Charge ... -1
Orbital gap ... 4.13 eV

Here are the Löwdin charges for atoms 1 to 99, given in e: O 0.046; C -0.413; O -0.052; C -0.242; C -0.327; C -0.594; I 0.700; C -0.398; C -0.196; C -0.206; C -0.217; S 0.569; O -0.293; O -0.346; O -0.210; H 0.120; H 0.065; H 0.106; H 0.048; H 0.097; H 0.070; H -0.028; H 0.072; H 0.101; H 0.111; H 0.077; H 0.088; H 0.101; H 0.089; C -2.028; Cl 0.570; Cl 0.500; Cl 0.573; Cl 0.485; C -2.021; Cl 0.569; Cl 0.545; Cl 0.483; Cl 0.498; C -2.034; Cl 0.532; Cl 0.515; Cl 0.515; Cl 0.473; C -2.045; Cl 0.512; Cl 0.507; Cl 0.523; Cl 0.503; C -2.053; Cl 0.510; Cl 0.501; Cl 0.522; Cl 0.520; C -2.036; Cl 0.506; Cl 0.517; Cl 0.485; Cl 0.600; C -2.017; Cl 0.509; Cl 0.542; Cl 0.490; Cl 0.483; C -2.038; Cl 0.533; Cl 0.491; Cl 0.497; Cl 0.517; C -2.040; Cl 0.415; Cl 0.507; Cl 0.524; Cl 0.467; C -2.055; Cl 0.514; Cl 0.496; Cl 0.516; Cl 0.515; C -2.034; Cl 0.523; Cl 0.514; Cl 0.525; Cl 0.465; C -2.038; Cl 0.504; Cl 0.482; Cl 0.531; Cl 0.531; C -2.034; Cl 0.489; Cl 0.531; Cl 0.497; Cl 0.520; C -2.053; Cl 0.524; Cl 0.518; Cl 0.513; Cl 0.486